1.
The following is a quantum chemistry calculation of the ion C2H12NSi2 with charge +1 in a non-equilibrium geometry, from OMol25.

Each line ends with the Löwdin charge.
Positions of all 17 atoms, in Å:
Si1 1.02930 -0.70215 -1.36494  0.632
Si2 1.44549 0.34609 1.64487  0.709
N1 -1.96759 0.08963 -0.61296  0.176
C1 -0.89221 0.27413 0.43711  -0.413
C2 0.42864 0.40730 -0.03065  -0.705
H1 -0.90848 -0.57805 1.07870  0.095
H2 0.85127 1.29530 2.62814  -0.034
H3 -2.78094 -0.43074 -0.19167  0.187
H4 2.80791 0.62084 1.13766  -0.044
H5 -1.29552 0.97112 1.08613  0.103
H6 0.60768 1.61572 -0.30366  0.150
H7 1.15027 -1.08270 1.78397  -0.036
H8 0.61356 -0.23846 -2.63780  -0.068
H9 -2.33022 0.97799 -0.96212  0.169
H10 -1.50832 -0.62241 -1.35172  0.170
H11 2.43693 -1.01037 -1.17029  -0.041
H12 0.31223 -1.93325 -1.17078  -0.051

Properties
* HOMO-LUMO gap: 0.39399 Eh
* net charge: +1
* calculated total energy: -19504.9859 eV

2.
The following is a quantum chemistry calculation of a cluster of 2 separate species, C2H12O2Si3 in total in a non-equilibrium geometry, from OMol25.

Each line ends with the Löwdin charge.
Positions of all 19 atoms, in Å:
Si1 3.56306 -2.01180 -0.52355  0.416
Si2 -0.89411 0.76452 -0.14290  0.536
Si3 3.29162 0.20217 -0.94782  0.561
O1 4.49103 1.70615 1.11140  -0.105
O2 4.33394 0.44876 0.33488  -0.575
C1 -2.75311 0.89096 -0.55321  -0.282
C2 -0.60169 1.98256 1.28194  -0.273
H1 -0.37505 -0.57270 -0.04771  -0.081
H2 -0.20229 1.27066 -1.34646  -0.065
H3 0.36635 2.51059 1.28054  0.015
H4 4.28724 -2.75614 0.48990  -0.115
H5 -3.29652 0.02396 -0.03722  0.036
H6 5.44308 1.72499 1.32901  0.089
H7 2.07432 -2.17639 -0.51478  -0.123
H8 -3.16606 0.79258 -1.58051  0.021
H9 -2.97282 1.90438 -0.11342  0.018
H10 -0.42528 1.57820 2.33278  0.039
H11 3.95503 -2.42195 -1.88209  -0.131
H12 -1.42462 2.70400 1.40673  0.017

Properties
* HOMO-LUMO gap: 0.28723 Eh
* net charge: 0
* calculated total energy: -29991.3189 eV

3.
The following is a quantum chemistry calculation of a cluster of 4 separate species, C2H12O3 in total in a non-equilibrium geometry, from OMol25.

Each line ends with the Löwdin charge.
Positions of all 17 atoms, in Å:
O1 -0.22105 1.38253 2.45291  -0.058
O2 3.67522 1.26260 -0.42798  -0.066
O3 -2.73412 1.72510 -0.08307  -0.080
C1 -0.57994 -2.90213 -0.52734  -0.185
C2 -0.21100 -2.01513 -1.74158  -0.172
H1 -0.43668 -2.48957 0.42129  0.024
H2 0.98788 -1.96004 -1.78694  0.108
H3 0.38330 0.63241 2.42369  0.042
H4 -0.61394 -2.39008 -2.68368  0.050
H5 -0.79698 -1.11118 -1.53459  0.049
H6 2.73562 1.44844 -0.58016  0.037
H7 4.19796 1.81726 -1.00885  0.028
H8 -0.92859 1.37006 3.10212  0.040
H9 -1.95058 1.40344 0.39768  0.011
H10 -1.70651 -2.89746 -0.54313  0.082
H11 -2.81651 2.56800 0.40385  0.042
H12 -0.07971 -3.84698 -0.54612  0.049

Properties
* HOMO-LUMO gap: 0.42467 Eh
* net charge: 0
* calculated total energy: -8410.2525 eV

4.
The following is a quantum chemistry calculation of a cluster of 4 separate species, C2H12O3S in total in a non-equilibrium geometry, from OMol25.

Each line ends with the Löwdin charge.
Positions of all 18 atoms, in Å:
S1 -1.58951 2.79603 0.35524  0.699
O1 0.55711 -3.74219 -0.10675  -0.066
O2 -0.09011 1.04334 -2.29331  -0.070
O3 2.35836 -1.73463 -2.47778  -0.060
C1 -0.59632 0.51621 1.60905  -0.176
C2 -0.35413 2.03692 1.44887  -0.601
H1 0.60910 2.15955 0.98991  0.053
H2 0.19682 1.06805 -1.37654  -0.003
H3 1.68908 -1.04375 -2.50656  0.014
H4 -1.45028 0.36509 2.26047  0.065
H5 1.23287 -3.07857 0.07276  0.025
H6 -0.42447 2.49667 2.42128  0.055
H7 0.06652 -3.78808 0.73259  0.043
H8 -0.97219 1.42686 -2.26961  0.013
H9 -2.56739 1.92893 0.63386  -0.140
H10 0.25818 0.10699 2.13211  0.066
H11 -0.80098 -0.00080 0.67891  0.058
H12 1.87733 -2.55662 -2.30448  0.027

Properties
* HOMO-LUMO gap: 0.36719 Eh
* net charge: 0
* calculated total energy: -19246.1933 eV

5.
The following is a quantum chemistry calculation of a cluster of 4 separate species, C2H12O3S in total in a non-equilibrium geometry, from OMol25.

Each line ends with the Löwdin charge.
Positions of all 18 atoms, in Å:
S1 -0.11968 -3.09443 0.50603  0.730
O1 0.46285 3.32722 -2.03928  -0.047
O2 2.49202 5.31664 -1.83341  -0.079
O3 -0.82153 1.96995 0.53946  -0.048
C1 -0.14612 -3.74027 2.21079  -0.422
C2 -1.80370 -2.44783 0.40325  -0.435
H1 -2.23082 -2.78973 -0.55092  0.031
H2 0.47772 -4.62589 2.32136  0.027
H3 0.09049 3.51653 -1.17366  0.030
H4 -1.40255 2.61447 0.95456  0.041
H5 -2.48320 -2.87900 1.13482  0.035
H6 0.35560 -3.06618 2.91691  0.030
H7 3.39218 5.15770 -1.54342  0.025
H8 1.99800 4.48455 -1.76164  -0.014
H9 -1.17285 -3.91049 2.45935  0.011
H10 -0.01239 3.78042 -2.73943  0.055
H11 -1.81780 -1.38265 0.31952  0.000
H12 -0.94307 1.08476 0.89713  0.031

Properties
* HOMO-LUMO gap: 0.33325 Eh
* net charge: 0
* calculated total energy: -19245.8969 eV

6.
The following is a quantum chemistry calculation of a cluster of 4 separate species, C2H12O3S2 in total in a non-equilibrium geometry, from OMol25.

Each line ends with the Löwdin charge.
Positions of all 19 atoms, in Å:
S1 -2.55861 0.67053 2.14377  0.141
S2 -0.63523 1.19000 2.56797  -0.035
O1 -0.21800 1.26860 -3.47508  -0.120
O2 4.23563 1.22395 -0.42201  -0.143
O3 2.43155 -2.26203 1.32066  -0.107
C1 -2.28021 -1.32080 0.15243  -0.233
C2 -2.59529 0.13404 0.22611  -0.505
H1 -2.61138 -1.73990 1.08740  0.029
H2 -0.25592 1.81259 1.48018  -0.270
H3 2.20381 -1.45422 1.77506  0.001
H4 -0.86671 0.51170 -3.36042  0.051
H5 -3.64276 0.41191 0.01298  0.049
H6 -2.73314 -1.90488 -0.69159  0.075
H7 -1.82879 0.76068 -0.26350  0.052
H8 4.96023 1.64545 -0.04776  -0.043
H9 3.64534 1.97839 -0.54431  -0.009
H10 0.56736 0.75506 -3.38849  -0.008
H11 3.37303 -2.18601 1.24788  0.003
H12 -1.19090 -1.49505 0.17870  0.070

Properties
* multiplicity: 2
* HOMO-LUMO gap (spin up / spin down): 0.09177 / 0.28811 Eh
* net charge: -1
* calculated total energy: -30080.1496 eV

7.
The following is a quantum chemistry calculation of a cluster of 4 separate species, C2H12O4 in total in a non-equilibrium geometry, from OMol25.

Each line ends with the Löwdin charge.
Positions of all 18 atoms, in Å:
O1 0.96013 -1.50530 -1.11202  -0.045
O2 3.35660 -0.28958 -0.12172  -0.084
O3 1.67947 1.81544 0.22086  -0.072
O4 -0.58228 0.49579 0.14835  -0.155
C1 -1.87067 0.24735 0.81786  -0.237
C2 -2.81992 -0.34206 -0.18558  -0.089
H1 -2.05564 1.25524 1.19662  0.118
H2 2.76652 0.50027 -0.10582  -0.002
H3 -2.58117 0.01147 -1.18087  0.078
H4 -2.91546 -1.43889 -0.24341  0.078
H5 1.15384 -1.88288 -1.95126  0.035
H6 1.84204 -1.17296 -0.82223  0.024
H7 4.02262 -0.15214 0.55849  0.046
H8 0.92867 1.17950 0.29886  0.009
H9 -3.89105 -0.24682 0.05706  0.076
H10 -0.27115 -0.33014 -0.27899  0.050
H11 -1.56148 -0.39093 1.63244  0.107
H12 1.83893 2.24660 1.07137  0.062

Properties
* HOMO-LUMO gap: 0.41505 Eh
* net charge: 0
* calculated total energy: -10458.4765 eV

8.
The following is a quantum chemistry calculation of a cluster of 5 separate species, C2H12O5 in total in a non-equilibrium geometry, from OMol25.

Each line ends with the Löwdin charge.
Positions of all 19 atoms, in Å:
O1 -1.39328 -6.99148 -1.30246  -0.058
O2 -1.55981 -2.43059 1.98756  -0.068
O3 0.18679 0.78227 -0.14597  0.383
O4 1.58598 3.56797 -4.20654  -0.037
O5 3.09672 2.27641 0.87057  -0.039
C1 -1.10817 1.55051 1.70167  0.068
C2 -0.27953 1.69565 0.45497  -0.071
H1 0.13811 2.70009 0.18644  0.216
H2 -1.17645 0.52662 2.05543  0.102
H3 -2.12442 1.89850 1.46815  0.136
H4 3.79519 1.62739 0.80122  0.049
H5 -1.60240 -6.38653 -2.02830  0.035
H6 1.63350 2.87855 -3.57506  -0.012
H7 -2.27050 -7.05369 -0.93255  0.023
H8 2.87054 2.39299 -0.04587  0.015
H9 -1.30571 -3.12283 2.62857  0.060
H10 -0.84328 -2.47723 1.35016  0.024
H11 1.17809 4.33969 -3.77192  0.048
H12 -0.82137 2.22573 2.50393  0.125

Properties
* multiplicity: 2
* HOMO-LUMO gap (spin up / spin down): 0.25544 / 0.11691 Eh
* net charge: +1
* calculated total energy: -12495.1824 eV

9.
The following is a quantum chemistry calculation of a structure of composition C2H13Cd2O6 in a non-equilibrium geometry, from OMol25.

Each line ends with the Löwdin charge.
Positions of all 23 atoms, in Å:
Cd1 0.61815 0.79622 -0.28700  1.292
Cd2 1.82599 3.56187 -0.19750  1.453
O1 -1.48270 1.53863 -0.56727  -0.120
O2 1.74251 2.01632 -1.56687  -0.539
O3 2.72743 0.24722 0.78985  -0.107
O4 0.67815 -0.67048 -1.90861  -0.106
O5 -0.24859 -0.75275 0.88889  -0.426
O6 0.76434 2.32629 0.96625  -0.580
C1 -0.96790 -1.92053 0.72945  -0.477
C2 -2.46758 -1.77916 0.92303  -0.102
H1 -0.81417 -2.40243 -0.25825  0.079
H2 -2.73441 -1.80047 1.98075  0.072
H3 2.42531 1.64651 -2.12198  -0.025
H4 2.90996 -0.18887 1.63648  0.082
H5 3.36262 0.97170 0.74420  0.034
H6 0.15927 -1.47580 -2.05188  0.074
H7 0.85827 1.72757 1.71871  -0.012
H8 -2.12916 1.94791 -1.15868  0.076
H9 -2.00029 0.97451 0.03794  0.044
H10 -0.63497 -2.68505 1.44845  0.101
H11 1.27853 -0.61799 -2.66429  0.070
H12 -2.99880 -2.60074 0.43485  0.072
H13 -2.87194 -0.86046 0.48349  0.047

Properties
* HOMO-LUMO gap: 0.14350 Eh
* net charge: +1
* calculated total energy: -23689.4698 eV

10.
The following is a quantum chemistry calculation of a structure of composition C2H13FeO7 in a non-equilibrium geometry, from OMol25.

Each line ends with the Löwdin charge.
Positions of all 23 atoms, in Å:
Fe1 0.25101 -0.18828 -0.28949  0.800
O1 -0.64138 -2.24137 0.00560  -0.030
O2 -1.66406 0.26683 0.78313  -0.050
O3 -0.70974 0.30419 -1.97093  -0.015
O4 1.87877 0.93986 -0.88415  -0.030
O5 1.46149 -1.64564 -1.77035  -0.033
O6 -0.06248 1.50896 1.05040  -0.080
O7 1.68246 -0.92379 1.22098  -0.016
C1 -2.17884 2.32011 2.00474  0.022
C2 -1.27458 1.30070 1.32192  -0.678
H1 2.37844 1.06752 -0.07776  0.077
H2 -1.45843 0.89694 -1.90516  0.108
H3 2.50424 -0.48582 1.44252  0.083
H4 -1.30426 -2.30502 -0.68198  0.076
H5 -0.84622 -0.16435 -2.79439  0.095
H6 1.88904 -2.49992 -1.71001  0.083
H7 1.81152 -1.83077 1.49842  0.085
H8 2.53722 0.71456 -1.54136  0.091
H9 1.26974 -1.53851 -2.70201  0.073
H10 -0.35816 -3.14419 0.15024  0.081
H11 -1.89993 3.34561 1.76253  0.090
H12 -2.04358 2.29739 3.08608  0.083
H13 -3.22229 2.00500 2.00104  0.086

Properties
* multiplicity: 5
* HOMO-LUMO gap (spin up / spin down): 0.29960 / 0.30246 Eh
* net charge: +1
* calculated total energy: -50999.9378 eV

11.
The following is a quantum chemistry calculation of a cluster of 3 separate species, C2H13N2O2 in total in a non-equilibrium geometry, from OMol25.

Each line ends with the Löwdin charge.
Positions of all 19 atoms, in Å:
O1 5.85024 -3.55127 2.15277  -0.062
O2 -2.50291 0.69636 -2.73084  -0.097
N1 -2.19540 0.73385 0.95038  0.035
N2 -0.65132 1.88041 -0.85559  0.154
C1 -0.94597 -0.04272 0.68478  -0.204
C2 0.12559 0.63821 -0.19332  -0.055
H1 5.56110 -4.11142 2.82196  -0.013
H2 5.37337 -2.66560 2.07083  0.074
H3 1.02469 1.31624 0.16970  0.170
H4 -1.94887 -0.18152 -2.85628  0.119
H5 -3.41318 0.40447 -2.56372  0.055
H6 -1.08963 -1.10823 0.58902  0.114
H7 -0.40823 -0.15944 1.71609  0.149
H8 -2.12240 0.81028 1.89658  0.047
H9 -0.81981 1.76792 -1.87898  0.138
H10 0.47794 0.03832 -0.91372  0.065
H11 -0.04164 2.68317 -0.70223  0.149
H12 -3.01641 0.22990 0.96238  0.066
H13 -1.50632 1.94248 -0.29938  0.095

Properties
* HOMO-LUMO gap: 0.36351 Eh
* net charge: +1
* calculated total energy: -9351.8627 eV

12.
The following is a quantum chemistry calculation of a cluster of 4 separate species, C2H13N3O3 in total in a non-equilibrium geometry, from OMol25.

Each line ends with the Löwdin charge.
Positions of all 21 atoms, in Å:
O1 0.42291 -0.77263 2.61259  -0.078
O2 -1.01554 -3.36912 -0.57174  -0.073
O3 -1.74610 0.28103 1.15913  -0.051
N1 0.81571 2.39910 0.42320  0.082
N2 0.49648 2.11568 -1.91998  0.150
N3 0.73756 0.22227 -0.49820  -0.053
C1 0.75159 1.63127 -0.78775  -0.544
C2 0.42801 -0.56684 -1.73615  -0.109
H1 -0.52336 -0.64711 2.63221  -0.007
H2 -2.43319 0.66628 0.63763  0.036
H3 0.49853 -1.64116 -1.56368  0.058
H4 -0.59060 -3.86667 0.15982  0.055
H5 0.05775 2.05046 1.00175  0.057
H6 -1.67382 -2.91704 -0.02167  0.036
H7 -0.60965 -0.32057 -1.93016  0.072
H8 1.66283 2.30016 0.95935  0.072
H9 1.67641 -0.07422 -0.23679  0.122
H10 0.43923 3.12417 -1.78221  0.059
H11 1.06381 -0.32906 -2.58972  0.073
H12 -1.03586 0.15521 0.52524  -0.013
H13 0.57728 -0.44120 3.52713  0.055

Properties
* HOMO-LUMO gap: 0.37572 Eh
* net charge: 0
* calculated total energy: -12897.3620 eV